Entry 1:
ORCA calculation (ωB97M-V/def2-TZVPD) on C56H41Cl5IN9O5Pb as an isolated structure in a non-equilibrium geometry.

Results
Total charge   0
Energy above the lowest of the compared OMol25 structures with the same formula, charge and spin   203.71 kJ/mol
HOMO (spin up / spin down)   -0.231 / -0.231 hartree
Molar mass   1431.4 g/mol
2S+1   1
Energy   -5818.8411 Eh

CARTESIAN COORDINATES (ANGSTROEM)
H -4.2771 8.5666 -2.5772
N 4.1780 3.9198 -2.9541
H 4.3183 -0.1313 -1.3701
H 1.0395 -2.4633 4.6150
C -2.7576 -2.9555 -3.3541
C -2.5083 -0.7607 -2.0853
C -0.5462 -0.0417 -3.4171
N 3.8826 2.7570 -2.4272
H 9.1026 2.7393 4.1054
C -2.9742 -2.8412 0.8275
C -4.2629 -3.0532 -5.2663
C -2.4545 -1.3254 -0.7968
O 7.1222 2.7219 4.5180
C -1.2912 -3.4588 3.3336
C 4.0122 0.8186 -1.7298
N 2.5971 2.3729 -2.3017
H -4.1693 10.1347 -1.7642
C -1.2879 -3.2151 4.7377
C -1.8946 -5.7612 3.8137
C 3.4005 1.7126 3.1431
N 0.2453 -0.1783 2.2769
C 2.2686 -3.9965 -2.5196
H -4.2582 -2.6714 -0.8689
C -3.2611 -3.6493 -4.4252
C 3.7576 3.0337 3.4683
C -1.4520 -4.2441 5.6490
H -4.5841 -0.1261 -3.6550
Pb 0.3970 0.0341 -0.2312
H -2.0525 -3.4356 -2.6590
H -3.7896 4.0782 -1.2086
C 2.8655 -3.5494 -0.2184
C 1.5327 2.3918 1.5127
H -5.7414 -4.0434 -7.9918
H -1.5065 -4.0512 6.7315
C -4.1884 -1.0924 -3.9365
H -1.1453 -2.2138 5.1013
C 4.9889 3.3628 3.9597
C -1.7602 0.4814 -2.5760
N -1.1878 1.2346 -1.5126
C -2.0203 -7.8398 5.5659
H -2.1536 -8.4987 6.4361
H -1.1281 8.0462 0.4238
H 3.1493 3.9850 1.2662
H -0.3168 -1.0944 -3.1898
H 8.1007 2.1541 2.7128
C -5.5961 -3.2543 -7.2279
C 3.7319 -4.6280 -0.2227
O -3.4543 8.5931 -0.5996
H -3.1963 1.3008 -4.2322
C -4.7488 -1.7899 -4.9897
N 2.6860 1.1041 -1.8707
H 8.3899 1.0542 4.1582
Cl 4.7522 -6.9176 -1.2875
H 1.2806 5.1343 -0.4068
C -3.3872 -2.3449 -0.3397
C 1.2144 4.2508 0.2504
H 2.5278 -0.3049 4.7375
H -2.1548 -6.7495 3.4876
N 4.8263 1.8189 -2.1288
H -5.6152 -1.4003 -5.4793
C 3.1020 -5.0984 -2.4986
O 1.0958 -2.3551 -1.2571
C 0.0103 -1.3916 2.8727
C 0.9382 -1.5583 4.0053
C 5.8779 2.2974 4.1920
H -5.4219 8.9408 -1.3076
H -4.7850 6.3318 -1.1648
H -1.4848 -5.0087 1.8535
O -1.9220 -6.4836 6.1239
C -1.1730 5.9400 0.0665
C -1.5905 -4.7346 2.8931
I -0.7697 -0.1270 -5.5338
C -3.7330 6.2175 -0.9325
C -2.6034 1.5257 -3.3179
C 2.0162 -3.2294 -1.3198
C 8.2269 2.1036 3.8145
H 6.2399 0.1866 4.2856
H -1.0759 -8.0776 5.0454
N 0.2809 2.2628 0.9367
C -1.7601 -2.0940 1.2140
C 3.7669 -5.4791 -1.3234
H -5.0867 -2.3883 -7.7103
C -1.5561 2.4957 -1.5285
H -2.9789 -4.6834 -4.6686
O -4.8039 -3.8756 -6.1865
C -4.3902 9.0733 -1.6182
H 5.2623 4.4113 4.0957
C -3.1655 4.9679 -0.9989
H -2.7724 3.6455 -3.1443
H 3.4033 4.5808 -2.8086
Cl 4.6614 -4.8972 1.1977
H -2.8372 -7.9199 4.8432
Cl 1.5136 -3.4593 -3.9662
C 0.0966 3.3646 0.1606
C -2.4409 2.7067 -2.7206
C 5.5108 0.9639 4.0462
C 4.3395 0.6860 3.3634
H -6.5769 -2.9132 -6.8799
C -1.7272 -5.5539 5.2008
H -0.3175 5.7358 0.6854
C -2.9656 7.3380 -0.5900
C 1.3413 0.3496 2.9046
Cl 3.3265 -6.0433 -3.9172
C -3.1501 -1.5973 -3.1164
H 2.9795 3.8024 3.3977
C -1.0874 3.5565 -0.6602
H 5.1626 4.2416 -2.8815
N -1.5437 -1.1057 0.2616
H 4.0813 -0.2834 3.0488
C 1.7631 -0.4706 4.0153
C -0.9566 -2.3127 2.3973
C 2.0704 1.4945 2.4963
C 2.1552 3.6276 1.0347
H 0.3622 0.5911 -3.3167
C -1.7957 4.8224 -0.5613
C -1.6915 7.2020 -0.0282
Cl 2.8441 -2.4543 1.1287
H -3.5110 -3.5879 1.3662

Cartesian forces (eV/Å) of the 6 atoms listed first:
0.304 -0.200 0.073
0.707 3.182 -1.330
0.446 -0.498 0.129
-0.106 0.635 -0.275
0.290 0.801 0.628
0.060 -0.970 1.689

Atom charges from the Mulliken analysis, given in e for atoms 1 to 4: number 1, H, carries 0.3612; number 2, N, carries -0.5785; number 3, H, carries 0.7040; number 4, H, carries 0.5837

***

Entry 2:
ORCA calculation (ωB97M-V/def2-TZVPD) on a 2-piece molecular cluster, C4H14N3 overall in a non-equilibrium geometry.

Results
Total charge   +1
Energy above the lowest of the compared OMol25 structures with the same formula, charge and spin   167.24 kJ/mol
HOMO   -0.494 hartree
Molar mass   104.2 g/mol
2S+1   1
Energy   -324.8011 Eh

CARTESIAN COORDINATES (ANGSTROEM)
H 0.5260 1.7398 1.3988
H -0.4574 -0.0473 -0.7164
N -2.8249 -2.6989 0.0306
H 2.1202 1.3390 -1.2155
H -2.1845 -3.4205 0.4580
H -2.5395 -0.9299 -1.0085
H -0.7731 1.7154 -0.8882
H 3.1619 1.1295 2.0632
C -1.9640 -1.8338 -0.7544
H -0.9361 -1.0231 0.8646
H 3.4618 2.1338 0.5190
H -3.2511 -2.1669 0.7686
H 2.6942 2.8778 1.9369
H -1.5827 -2.3757 -1.6174
H 0.0485 0.9330 -2.1517
C 1.3980 1.6527 0.7370
H -0.0427 -1.9970 -0.0229
N -0.7556 -1.2997 -0.0814
C 1.2432 1.3719 -0.5693
N -0.0646 0.9743 -1.1169
C 2.7225 1.9256 1.3661

Cartesian forces (eV/Å) of the 6 atoms listed first:
0.135 -0.249 -0.304
0.829 -0.222 0.129
2.058 -0.824 0.004
-0.525 -0.157 -0.161
-1.372 0.738 -0.413
-0.005 -0.541 -0.463

Atom charges from the natural (NBO) analysis, given in e for atoms 1 to 4: number 1, H, carries 0.2047; number 2, H, carries 0.4409; number 3, N, carries -0.7958; number 4, H, carries 0.2289